Molecular formula: C7H14NO2
Method: DFT, ωB97M-V/def2-TZVPD

Geometry as ORCA input:
```
! RIJCOSX wB97M-V def2-TZVPD def2/J DEFGRID3
* xyz -1 1
C 2.64 -0.10 -1.24
C 2.42 -0.14 0.11
C 2.29 -1.45 1.03
C -0.93 0.27 -1.44
C -2.63 -0.96 0.32
C -1.93 1.51 0.59
C -1.39 0.15 0.15
N 2.03 0.93 0.89
O 2.73 2.04 0.85
O -0.38 -0.11 0.93
H 2.63 0.84 -1.88
H 2.92 -0.98 -1.74
H 2.54 -2.26 0.28
H 1.27 -1.46 1.49
H 3.05 -1.51 1.85
H 0.17 0.22 -1.30
H -1.29 -0.57 -2.10
H -1.33 1.18 -1.92
H -2.83 -1.42 1.29
H -2.34 -1.66 -0.43
H -3.51 -0.34 0.09
H -2.32 1.58 1.61
H -1.15 2.29 0.66
H -2.67 1.96 -0.10
*
```

The total energy is -480.1738 Ha. Its relative energy (zero: lowest compared OMol25 entry of this formula, charge and spin) is 2.065 eV. The value obtained for the largest force on an atom is 5.8 eV/A.

Just the natural (NBO) charges please, in e? Sure, here they are: C -0.417; C 0.117; C -0.646; C -0.691; C -0.675; C -0.648; C 0.332; N 0.137; O -0.372; O -0.913; H 0.212; H 0.186; H 0.194; H 0.308; H 0.196; H 0.227; H 0.173; H 0.181; H 0.191; H 0.188; H 0.174; H 0.192; H 0.200; H 0.156

=====

Molecular formula: C7H14NO2S
Method: DFT, ωB97M-V/def2-TZVPD

Geometry as ORCA input:
```
! RIJCOSX wB97M-V def2-TZVPD def2/J DEFGRID3
* xyz 1 1
C 4.64 -1.03 0.44
C 3.05 -0.79 0.91
C 2.19 0.05 -0.25
O 2.60 0.26 -1.50
O 0.84 0.53 0.21
C -0.06 -0.57 -0.17
C -1.53 -0.52 0.61
S -2.26 -2.26 0.38
H 5.06 -1.88 1.14
H 5.19 -0.01 0.62
H 4.72 -1.40 -0.68
H 2.52 -1.85 0.97
H 2.97 -0.18 1.91
H -0.27 -0.62 -1.34
H 0.42 -1.62 0.11
H -2.22 0.33 0.18
H -1.39 -0.25 1.77
H -3.18 -2.57 1.39
H -1.18 -3.19 0.36
C -3.59 3.24 -1.59
C -3.86 2.34 -0.40
N -4.08 1.60 0.60
H -2.88 2.76 -2.27
H -4.52 3.44 -2.13
H -3.16 4.19 -1.25
*
```

The total energy is -878.0681 Ha. Its relative energy (zero: lowest compared OMol25 entry of this formula, charge and spin) is 5.038 eV. The value obtained for the largest force on an atom is 10.0 eV/A.

Just the natural (NBO) charges please, in e? Sure, here they are: C -0.624; C -0.512; C 0.780; O -0.515; O -0.549; C -0.091; C -0.529; S 0.309; H 0.231; H 0.237; H 0.247; H 0.226; H 0.257; H 0.223; H 0.172; H 0.325; H 0.288; H 0.264; H 0.248; C -0.719; C 0.332; N -0.404; H 0.260; H 0.273; H 0.272

=====

Molecular formula: C7H14NOS
Method: DFT, ωB97M-V/def2-TZVPD

Geometry as ORCA input:
```
! RIJCOSX wB97M-V def2-TZVPD def2/J DEFGRID3
* xyz 1 1
C 0.57 0.29 1.82
C -0.45 0.22 -1.08
C 0.97 0.87 -0.87
C -0.48 -1.25 -0.69
C 0.35 -2.07 -1.68
C -1.91 -1.76 -0.58
C 0.80 2.63 2.29
N 0.70 1.53 1.39
O 0.97 1.93 0.11
S 0.26 -1.54 1.01
H 0.41 0.06 2.81
H -1.12 0.92 -0.49
H -0.86 0.18 -2.04
H 1.63 0.01 -0.58
H 1.14 1.43 -1.84
H 1.34 -1.67 -1.64
H -0.03 -1.97 -2.70
H 0.33 -3.12 -1.31
H -2.38 -1.56 0.42
H -1.88 -2.84 -0.76
H -2.58 -1.07 -1.29
H -0.21 2.87 2.57
H 1.10 3.62 1.89
H 1.33 2.30 3.26
*
```

The total energy is -802.9042 Ha. Its relative energy (zero: lowest compared OMol25 entry of this formula, charge and spin) is 3.112 eV. The value obtained for the largest force on an atom is 4.4 eV/A.

Just the natural (NBO) charges please, in e? Sure, here they are: C 0.078; C -0.461; C -0.122; C -0.083; C -0.632; C -0.646; C -0.458; N -0.010; O -0.291; S 0.274; H 0.234; H 0.227; H 0.242; H 0.215; H 0.256; H 0.213; H 0.241; H 0.231; H 0.239; H 0.235; H 0.237; H 0.241; H 0.286; H 0.254

=====

Molecular formula: C7H14NOSi
Method: DFT, ωB97M-V/def2-TZVPD

Geometry as ORCA input:
```
! RIJCOSX wB97M-V def2-TZVPD def2/J DEFGRID3
* xyz 1 1
C 0.99 3.10 -0.62
C 0.11 2.17 -1.19
C 1.88 2.37 0.11
C 0.52 0.93 -0.78
C 1.18 -2.15 -0.66
C -1.33 -0.99 -2.49
C -1.42 -1.00 1.89
N -0.68 -0.35 3.01
O 1.61 1.07 0.03
Si -0.04 -0.80 -1.13
H 0.98 4.17 -0.73
H -0.72 2.38 -1.84
H 2.73 2.66 0.70
H 2.02 -2.16 -1.37
H 1.60 -1.99 0.33
H 0.72 -3.13 -0.68
H -2.08 -0.21 -2.44
H -0.86 -0.94 -3.48
H -1.84 -1.95 -2.42
H -2.40 -0.54 1.80
H -1.52 -2.06 2.11
H -0.50 0.63 2.78
H -1.18 -0.38 3.92
H 0.22 -0.83 3.13
*
```

The total energy is -694.2762 Ha. Its relative energy (zero: lowest compared OMol25 entry of this formula, charge and spin) is 2.252 eV. The value obtained for the largest force on an atom is 1.9 eV/A.

Just the natural (NBO) charges please, in e? Sure, here they are: C -0.317; C -0.206; C 0.138; C -0.286; C -1.151; C -1.163; C -0.652; N -0.690; O -0.404; Si 1.749; H 0.252; H 0.242; H 0.221; H 0.269; H 0.267; H 0.269; H 0.273; H 0.279; H 0.274; H 0.185; H 0.183; H 0.429; H 0.411; H 0.429